Density functional theory data (ωB97M-V with the def2-TZVPD basis set) for a structure of composition C16H36N4O8Tl.

Structure (ORCA input):
```
! RIJCOSX wB97M-V def2-TZVPD def2/J DEFGRID3
* xyz 0 2
Tl 0.008 0.117 -0.264
O -0.998 2.537 1.146
C -2.027 3.367 1.799
C -2.183 4.920 1.845
O -1.016 5.663 2.056
H -2.079 2.963 2.811
H -2.984 3.102 1.350
H -2.870 5.308 2.597
H -2.774 5.300 1.011
O 1.841 2.392 -0.885
C 2.479 2.995 -1.951
C 2.182 4.511 -2.252
O 2.134 5.543 -1.224
H 2.146 2.470 -2.847
H 3.527 2.724 -2.086
H 1.146 4.597 -2.580
H 2.935 4.790 -2.989
C -1.109 -3.743 1.942
C -0.348 -2.569 2.530
O 0.299 -1.723 1.871
N -0.508 -2.463 3.843
C 0.108 -1.333 4.559
H -0.834 -3.869 0.895
H -2.178 -3.531 1.912
H -1.063 -4.718 2.428
H -1.198 -3.022 4.325
H 0.019 -0.477 3.890
H 1.131 -1.585 4.838
H -0.357 -1.101 5.517
C -1.049 -0.420 -4.859
C 0.354 -0.395 -4.285
O 0.536 -0.420 -3.108
N 1.332 -0.252 -5.232
C 2.838 -0.169 -4.999
H -1.346 0.628 -4.859
H -1.787 -1.001 -4.306
H -1.164 -0.733 -5.897
H 1.079 -0.208 -6.209
H 3.184 -0.489 -4.016
H 3.089 0.873 -5.197
H 3.308 -0.827 -5.730
C -3.754 -1.355 3.189
C -3.446 -0.434 1.995
O -2.412 -0.586 1.356
N -4.291 0.526 1.659
C -5.518 0.764 2.338
H -3.103 -1.056 4.011
H -3.546 -2.386 2.907
H -4.781 -1.372 3.554
H -3.913 1.154 0.964
H -6.169 1.322 1.664
H -5.506 1.472 3.166
H -6.114 -0.117 2.573
C 3.342 -4.009 -0.054
C 3.212 -2.553 -0.338
O 2.149 -1.933 -0.211
N 4.379 -2.019 -0.769
C 4.608 -0.685 -1.016
H 3.975 -4.144 0.823
H 3.646 -4.614 -0.908
H 2.372 -4.436 0.202
H 5.083 -2.619 -1.175
H 5.011 -0.419 -1.994
H 5.268 -0.183 -0.310
H 3.708 -0.069 -1.016
*
```

Summary:
E_LUMO (spin up / spin down) in eV: -1.257 / -0.921
Expectation value of S²: 1.7620
HOMO (spin up / spin down) in eV: -5.41 / -5.54
HOMO-LUMO gap (spin up / spin down) in eV: 4.15 / 4.62

Atom charges from the natural (NBO) analysis, given in e for atoms 1 to 5:
1 Tl 0.89
2 O -0.23
3 C -0.17
4 C -0.18
5 O -0.23

=====

Density functional theory data (ωB97M-V with the def2-TZVPD basis set) for a structure of composition C16H36O5P2Ru.

Structure (ORCA input):
```
! RIJCOSX wB97M-V def2-TZVPD def2/J DEFGRID3
* xyz 3 2
Ru -0.454 -0.233 0.127
C 2.339 -0.774 1.151
C 2.527 0.454 0.291
O 1.222 1.051 0.165
C 0.997 2.460 0.386
C -0.335 2.538 1.092
O -1.329 1.736 0.375
C -1.888 2.501 -0.752
C -1.971 1.624 -1.972
O -0.792 0.813 -1.965
C -0.584 0.086 -3.190
C 0.707 -0.660 -3.024
O 0.581 -1.401 -1.801
C 1.682 -2.265 -1.519
C 1.484 -2.709 -0.092
O 1.171 -1.556 0.740
H 2.152 -0.483 2.180
H 3.221 -1.414 1.126
H 2.904 0.238 -0.708
H 3.216 1.142 0.782
H 1.001 2.967 -0.579
H 1.783 2.881 1.014
H -0.695 3.562 1.178
H -0.265 2.110 2.089
H -1.225 3.343 -0.940
H -2.866 2.874 -0.450
H -1.993 2.253 -2.864
H -2.859 0.995 -1.975
H -0.522 0.785 -4.026
H -1.421 -0.598 -3.356
H 1.555 0.026 -2.949
H 0.869 -1.337 -3.866
H 2.626 -1.732 -1.659
H 1.678 -3.130 -2.188
H 2.366 -3.206 0.308
H 0.634 -3.375 0.008
C -3.747 -1.161 -1.067
P -2.275 -1.748 -0.195
C -1.843 -3.273 -1.076
C -2.929 -2.347 1.404
C -1.825 -2.253 2.449
P -1.158 -0.572 2.348
C 0.052 -0.425 3.678
C -2.526 0.514 2.813
H -4.507 -1.942 -0.992
H -3.553 -0.990 -2.125
H -4.144 -0.254 -0.610
H -2.778 -3.768 -1.345
H -1.286 -3.954 -0.435
H -1.276 -3.070 -1.981
H -3.290 -3.370 1.281
H -3.791 -1.740 1.685
H -1.014 -2.962 2.261
H -2.191 -2.435 3.462
H -0.502 -0.509 4.617
H 0.566 0.535 3.673
H 0.775 -1.238 3.640
H -2.970 0.098 3.721
H -3.285 0.571 2.036
H -2.181 1.522 3.037
*
```

Summary:
E_LUMO (spin up / spin down) in eV: -10.361 / -10.808
Expectation value of S²: 0.7574
HOMO (spin up / spin down) in eV: -19.40 / -19.43
Energy relative to the best compared isomer or geometry (same formula, charge and spin) in kJ/mol: 3.3
HOMO-LUMO gap (spin up / spin down) in eV: 9.04 / 8.63

Atom charges from the natural (NBO) analysis, given in e for atoms 1 to 5:
1 Ru 0.74
2 C -0.10
3 C -0.09
4 O -0.58
5 C -0.10

=====

Density functional theory data (ωB97M-V with the def2-TZVPD basis set) for a cluster of 3 separate species, C16H37BClN4O10P2S4 in total.

Structure (ORCA input):
```
! RIJCOSX wB97M-V def2-TZVPD def2/J DEFGRID3
* xyz 1 1
C 7.707 -0.791 -2.275
C 6.702 0.136 -1.347
C 5.354 0.637 -2.201
C 3.936 0.192 -1.482
C 2.873 -0.506 -2.552
N 1.620 0.283 -2.792
C 0.390 -0.527 -3.050
N -0.691 -0.504 -1.951
B -1.668 0.634 -2.147
N -2.653 1.154 -1.072
O -1.804 1.334 -3.474
P 0.008 -0.581 -0.321
O 0.758 0.976 0.083
O 1.232 -1.858 -0.143
S -1.319 -1.005 1.094
N 0.125 -1.307 -4.173
S 1.297 -1.362 -5.515
C -1.111 -2.150 -4.388
C -0.559 -3.604 -5.005
O -0.995 -4.152 -6.142
Cl 0.723 -4.490 -3.936
P 1.817 1.728 -3.775
O 1.590 3.101 -2.688
O 0.702 1.867 -5.098
H 7.609 -1.947 -2.008
H 7.540 -0.678 -3.428
H 8.844 -0.510 -2.050
H 6.412 -0.439 -0.370
H 7.289 1.147 -1.111
H 5.351 1.818 -2.367
H 5.502 0.177 -3.284
H 3.442 1.072 -0.871
H 4.216 -0.639 -0.695
H 2.693 -1.658 -2.293
H 3.463 -0.530 -3.589
H -2.605 2.196 -1.036
H -3.601 0.905 -1.485
H -2.401 0.801 -4.078
H 1.634 0.803 0.569
H 0.950 -2.548 -0.840
H 2.400 -2.157 -5.167
H -1.750 -1.657 -5.237
H -1.702 -2.434 -3.421
H 1.801 2.689 -1.776
H 1.164 2.141 -5.954
C -3.176 -3.090 5.717
C -3.081 -3.659 4.302
C -4.326 -3.204 3.541
S -4.832 -1.662 4.286
O -6.117 -1.858 4.923
O -4.584 -0.578 3.356
C -3.575 -1.632 5.550
H -2.231 -3.189 6.258
H -3.947 -3.629 6.281
H -2.184 -3.265 3.810
H -2.999 -4.750 4.309
H -4.112 -3.042 2.481
H -5.146 -3.919 3.651
H -3.974 -1.188 6.463
H -2.738 -1.035 5.175
C -2.538 2.412 2.751
C -2.925 3.856 2.436
C -2.070 4.763 3.319
S -0.558 3.868 3.639
O -0.494 3.563 5.053
O 0.534 4.508 2.934
C -1.017 2.386 2.762
H -2.946 1.712 2.016
H -2.926 2.132 3.738
H -2.717 4.067 1.379
H -3.992 4.034 2.602
H -1.835 5.706 2.818
H -2.556 4.962 4.278
H -0.606 1.510 3.268
H -0.614 2.459 1.748
*
```

Summary:
E_LUMO in eV: -5.565
HOMO in eV: -11.76
HOMO-LUMO gap in eV: 6.19

Atom charges from the Mulliken analysis, given in e for atoms 1 to 5:
1 C -0.95
2 C -0.29
3 C -0.62
4 C -0.36
5 C -0.27

=====

Density functional theory data (ωB97M-V with the def2-TZVPD basis set) for a structure of composition C16H37InN3O8.

Structure (ORCA input):
```
! RIJCOSX wB97M-V def2-TZVPD def2/J DEFGRID3
* xyz -1 1
C -0.370 -1.825 -0.897
C 0.977 -2.325 -0.399
C 2.087 -1.262 -0.436
C 2.787 -1.064 0.903
C 4.047 -0.188 0.840
C 3.880 1.198 1.463
In 2.172 2.503 0.903
C 0.268 1.489 1.466
O -0.846 2.424 1.477
C -2.043 2.084 1.917
C -2.377 0.626 2.118
O -2.875 2.935 2.152
O 2.152 2.974 -1.137
C 3.050 2.364 -1.996
C 2.444 2.239 -3.379
N 1.294 1.329 -3.431
C 0.064 1.899 -3.961
C -0.673 2.694 -2.891
C -2.020 3.169 -3.399
O -0.875 1.875 -1.759
H -1.135 -2.600 -0.860
H -0.287 -1.464 -1.923
H -0.715 -0.983 -0.295
H 0.874 -2.679 0.629
H 1.277 -3.177 -1.018
H 1.664 -0.309 -0.765
H 2.851 -1.533 -1.170
H 2.079 -0.627 1.614
H 3.048 -2.056 1.287
H 4.366 -0.099 -0.202
H 4.859 -0.726 1.345
H 3.744 1.063 2.543
H 4.804 1.770 1.346
H 2.270 4.030 1.794
H 0.034 0.660 0.794
H 0.387 1.084 2.476
H -2.483 0.440 3.186
H -3.346 0.460 1.654
H -1.661 -0.080 1.716
H 3.351 1.355 -1.667
H 3.976 2.959 -2.099
H 3.211 1.912 -4.092
H 2.115 3.239 -3.680
H 1.539 0.518 -3.979
H -0.583 1.071 -4.264
H 0.229 2.539 -4.841
H -0.063 3.558 -2.599
H -2.751 2.369 -3.272
H -1.970 3.446 -4.453
H -2.372 4.028 -2.831
H -0.041 1.393 -1.659
C 0.192 -6.214 1.417
N -0.701 -5.046 1.176
O -0.652 -4.130 1.964
O -1.409 -5.101 0.191
H 0.761 -6.023 2.319
H -0.442 -7.090 1.510
H 0.833 -6.308 0.545
C -6.229 -0.440 3.683
N -5.374 -1.635 3.943
O -4.225 -1.582 3.572
O -5.896 -2.574 4.512
H -5.623 0.305 3.181
H -7.063 -0.771 3.072
H -6.589 -0.090 4.645
*
```

Summary:
E_LUMO in eV: 2.110
HOMO in eV: -4.80
HOMO-LUMO gap in eV: 6.91

Atom charges from the Mulliken analysis, given in e for atoms 1 to 5:
1 C -0.81
2 C -0.55
3 C 0.75
4 C -0.51
5 C -0.57